124
Properties=species:S:1:pos:R:3:lowdin_charge:R:1 method="wB97M-V/def2-TZVPD" orbital_gap_ha=0.3206 total_energy_ha=-2300.12650 de_lowest_kj_mol=56.7 smiles="COC[C@H](C)N.COC[C@H](C)N.COC[C@H](C)N.COC[C@H](C)N.COC[C@H](C)N.COC[C@H](C)N.NC(N)=O.NC(N)=O.CO" homo_energy_ev=-8.58 multiplicity=1
C -13.65 1.77 0.44 -0.1282
O -13.14 0.67 1.15 -0.1715
C -11.73 0.67 1.37 -0.1933
C -11.28 1.40 2.64 -0.4130
C -11.86 0.86 3.95 -0.0481
N -11.59 2.85 2.55 0.0473
H -14.65 1.57 0.05 0.0850
H -13.07 1.94 -0.47 0.0889
H -13.70 2.70 1.00 0.0668
H -11.52 -0.38 1.55 0.1200
H -11.18 0.88 0.45 0.1229
H -10.19 1.30 2.69 0.1250
H -11.75 -0.21 4.13 0.0702
H -12.92 1.11 3.98 0.0730
H -11.28 1.49 4.62 0.0748
H -11.19 3.25 3.39 0.0554
H -12.59 2.94 2.59 0.0402
C -7.48 0.04 13.05 -0.1042
O -7.68 -1.27 12.57 -0.1932
C -7.76 -1.41 11.18 -0.2126
C -9.19 -1.24 10.66 -0.4478
C -10.17 -2.01 11.45 -0.0690
N -9.26 -1.65 9.24 0.0314
H -7.24 -0.03 14.11 0.0891
H -8.39 0.66 13.07 0.0863
H -6.67 0.53 12.51 0.0882
H -7.03 -0.71 10.73 0.1236
H -7.37 -2.42 10.97 0.1306
H -9.46 -0.19 10.80 0.1422
H -11.21 -1.89 11.16 0.0819
H -10.13 -1.75 12.51 0.0852
H -9.91 -3.08 11.42 0.0942
H -8.86 -2.57 9.12 0.0881
H -8.60 -1.05 8.76 0.0894
C -15.58 -2.39 4.50 -0.1232
O -16.46 -3.28 3.84 -0.1859
C -17.82 -3.15 4.26 -0.2056
C -18.68 -3.64 3.07 -0.4335
C -20.17 -3.47 3.30 -0.0790
N -18.40 -5.06 2.82 0.0300
H -14.58 -2.66 4.18 0.0791
H -15.68 -2.43 5.59 0.0654
H -15.74 -1.33 4.27 0.0816
H -17.98 -3.71 5.19 0.1243
H -18.18 -2.18 4.63 0.1210
H -18.40 -3.06 2.19 0.1348
H -20.50 -3.66 4.33 0.0760
H -20.78 -4.13 2.68 0.0742
H -20.45 -2.44 3.11 0.0739
H -17.42 -5.30 2.85 0.0604
H -18.82 -5.53 3.61 0.0692
C -11.95 -5.92 5.26 -0.1046
O -12.44 -7.20 4.93 -0.1708
C -13.58 -7.56 5.67 -0.2451
C -14.19 -8.85 5.13 -0.4395
C -13.34 -10.07 5.30 -0.0793
N -14.41 -8.68 3.68 0.0425
H -12.14 -5.31 4.37 0.0920
H -10.89 -5.79 5.50 0.0824
H -12.56 -5.46 6.04 0.0742
H -13.40 -7.67 6.75 0.1252
H -14.43 -6.86 5.65 0.1223
H -15.14 -9.00 5.66 0.1391
H -12.94 -10.30 6.29 0.0788
H -12.44 -9.90 4.70 0.0767
H -13.77 -10.94 4.81 0.0785
H -13.49 -8.56 3.26 0.0641
H -14.85 -7.76 3.64 0.0657
C -15.02 -3.19 8.85 -0.1002
O -15.40 -3.55 10.16 -0.1838
C -15.09 -4.87 10.57 -0.1927
C -15.78 -5.93 9.70 -0.4577
C -17.29 -5.96 9.78 -0.0653
N -15.35 -7.29 10.04 0.0171
H -15.30 -2.17 8.60 0.0765
H -15.48 -3.81 8.08 0.0799
H -13.93 -3.26 8.77 0.0805
H -14.01 -5.08 10.54 0.1175
H -15.55 -4.94 11.56 0.1273
H -15.47 -5.85 8.65 0.1181
H -17.65 -6.12 10.80 0.0798
H -17.73 -6.67 9.09 0.0781
H -17.79 -4.99 9.66 0.0808
H -15.66 -7.56 10.97 0.0692
H -14.35 -7.41 10.09 0.0639
C -15.41 3.93 4.70 -0.0914
O -14.32 3.13 5.11 -0.2478
C -13.32 3.69 5.95 -0.1803
C -13.34 3.10 7.35 -0.4422
C -14.62 3.31 8.15 -0.0524
N -12.12 3.43 8.12 0.0517
H -15.77 4.48 5.59 0.0903
H -16.09 3.26 4.19 0.0919
H -15.18 4.81 4.09 0.0897
H -12.36 3.42 5.49 0.0995
H -13.31 4.78 5.93 0.1346
H -13.29 2.03 7.15 0.1010
H -15.51 2.92 7.66 0.0492
H -14.88 4.36 8.34 0.0811
H -14.58 2.81 9.12 0.0806
H -12.11 2.74 8.86 0.0615
H -12.27 4.37 8.48 0.0735
N -17.57 1.54 6.46 0.1510
C -16.67 0.53 6.67 -0.6758
N -15.47 0.73 6.08 0.1883
O -17.02 -0.52 7.20 0.0041
H -17.46 2.22 5.74 0.0700
H -18.49 1.48 6.86 0.0996
H -14.87 -0.09 6.10 0.0598
H -15.06 1.63 5.81 0.0568
N -12.26 -0.44 7.96 0.1839
C -12.41 -1.42 7.02 -0.6617
N -11.39 -2.33 7.06 0.1697
O -13.34 -1.49 6.22 0.0066
H -11.52 -0.58 8.62 0.0703
H -12.97 0.24 8.11 0.0831
H -10.67 -2.23 7.76 0.0435
H -11.59 -3.11 6.46 0.0892
C -8.98 -2.05 4.35 -0.1617
O -8.88 -1.17 3.24 -0.1226
H -8.84 -1.61 5.34 0.0638
H -10.00 -2.43 4.29 0.0668
H -8.25 -2.85 4.22 0.0790
H -8.03 -1.24 2.82 0.0733

=====

122
Properties=species:S:1:pos:R:3:lowdin_charge:R:1 method="wB97M-V/def2-TZVPD" orbital_gap_ha=0.3077 total_energy_ha=-2163.93215 de_lowest_kj_mol=181.4 homo_energy_ev=-8.67 multiplicity=1
C -2.97 11.89 1.98 -0.1431
O -3.64 12.21 3.21 -0.1046
H -2.13 11.28 2.16 0.0551
H -2.63 12.78 1.38 0.0658
H -3.72 11.39 1.39 0.0681
H -4.19 12.98 3.01 0.0451
C -1.78 9.58 -0.49 -0.1699
O -0.59 9.70 0.18 -0.0952
H -1.71 8.96 -1.42 0.0995
H -2.14 10.52 -0.89 0.0438
H -2.58 9.15 0.14 0.0999
H -0.02 10.17 -0.40 0.0225
C -4.44 12.24 -1.23 -0.1093
O -3.14 12.81 -1.20 -0.1792
H -5.16 12.90 -0.77 0.0841
H -4.43 11.32 -0.70 0.0560
H -4.57 12.08 -2.30 0.1020
H -2.67 12.62 -2.04 0.0933
C 4.04 14.21 -0.22 -0.1201
O 2.65 14.34 -0.52 -0.1641
H 4.69 14.77 -0.96 0.1146
H 4.36 13.21 -0.32 0.0701
H 4.34 14.62 0.70 0.0475
H 2.26 13.49 -0.22 0.0423
C 0.15 12.64 0.69 -0.1096
O 1.27 11.91 0.20 -0.1462
H -0.70 12.63 -0.03 0.0781
H 0.46 13.67 0.75 0.0584
H -0.19 12.28 1.68 0.0862
H 1.13 11.67 -0.72 0.0322
C 2.23 8.94 3.04 -0.6527
O 1.71 7.70 3.35 -0.1309
N 1.61 9.71 2.20 0.1960
N 3.24 9.48 3.56 0.1980
H 0.71 9.41 1.80 0.1077
H 1.99 10.62 1.99 0.0708
H 3.92 8.93 4.07 0.1490
H 3.46 10.40 3.41 0.0400
C 3.16 12.54 4.79 0.0050
C 2.60 12.76 3.37 -0.6238
C 2.62 14.22 2.98 -0.0446
O 3.22 12.12 2.48 -0.0571
H 2.86 13.33 5.46 0.0652
H 4.23 12.53 4.66 0.0834
H 2.75 11.54 5.16 0.0923
H 1.56 12.38 3.23 0.1163
H 3.59 14.67 3.10 0.0803
H 2.01 14.77 3.72 0.0794
H 2.22 14.52 1.98 0.0684
H 2.97 12.41 1.54 0.1284
C 0.10 16.62 -3.37 -0.0144
C 0.42 15.17 -3.14 -0.6367
C -0.66 14.42 -2.29 0.0084
O 0.62 14.52 -4.17 0.0129
H 0.72 17.26 -4.00 0.0904
H -0.08 17.12 -2.40 0.0783
H -0.81 16.65 -3.83 0.0482
H 1.38 15.06 -2.58 0.1240
H -0.83 14.83 -1.29 0.0596
H -0.37 13.36 -2.08 0.0650
H -1.57 14.38 -2.80 0.0609
H 1.46 14.91 -4.54 0.1622
C 2.64 11.89 -2.92 -0.0043
C 1.36 11.13 -3.28 -0.6091
C 1.75 9.90 -4.05 -0.0405
O 0.64 10.81 -2.29 -0.0277
H 3.37 11.65 -3.71 0.0999
H 2.97 11.63 -1.96 0.0611
H 2.46 12.95 -2.94 0.0581
H 0.68 11.86 -3.84 0.1655
H 0.83 9.32 -4.24 0.0860
H 2.48 9.23 -3.55 0.1063
H 2.19 10.07 -5.01 0.0690
H -0.29 11.02 -2.50 0.1333
C -0.99 14.68 3.51 -0.0068
C -1.54 14.21 4.88 -0.6513
C -0.42 14.39 5.95 -0.0354
O -2.49 14.84 5.30 0.0592
H -1.70 14.45 2.71 0.0417
H -0.04 14.30 3.26 0.0298
H -0.87 15.75 3.54 0.0824
H -1.74 13.13 4.79 0.1134
H -0.18 15.45 5.98 0.0805
H 0.54 13.91 5.66 0.0637
H -0.77 14.06 6.92 0.0762
H -2.79 14.38 6.08 0.1332
C -4.37 14.89 1.41 -0.0121
C -3.72 15.86 0.40 -0.5794
C -2.14 15.93 0.62 -0.0383
O -3.77 15.46 -0.75 0.0212
H -4.44 13.90 0.94 0.0488
H -5.42 15.22 1.62 0.1005
H -3.81 14.82 2.37 0.0758
H -4.11 16.89 0.47 0.1514
H -1.70 16.48 -0.22 0.0717
H -1.75 15.00 0.58 0.0079
H -1.94 16.36 1.61 0.0760
H -3.59 14.54 -0.73 0.0339
C -1.20 8.86 6.59 -0.0321
C -0.09 9.43 5.68 -0.6593
C -0.45 10.82 5.24 -0.0450
O 1.00 9.48 6.28 0.0231
H -2.17 8.61 6.10 0.0852
H -1.41 9.72 7.27 0.0803
H -0.94 8.06 7.27 0.0651
H -0.08 8.72 4.87 0.1233
H -1.45 10.82 4.74 0.0901
H 0.17 11.13 4.42 0.0475
H -0.42 11.58 5.99 0.0693
H 1.76 9.38 5.65 0.1122
C 0.97 17.24 0.50 -0.0264
C 2.35 17.72 0.06 -0.6173
C 3.35 17.56 1.20 -0.0216
O 2.76 17.11 -0.97 0.0123
H 0.31 17.39 -0.31 0.0362
H 0.59 17.86 1.28 0.0757
H 0.91 16.17 0.85 0.0893
H 2.30 18.68 -0.26 0.1190
H 3.04 18.04 2.10 0.0652
H 4.33 17.91 0.83 0.0914
H 3.55 16.50 1.49 0.0593
H 2.67 16.17 -0.73 0.0621